1.
Computed, not measured: a molecular structure, C28H24N11PtS2 at a distorted geometry, with ωB97M-V/def2-TZVPD.

Geometry as XYZ:
```
66
Properties=species:S:1:pos:R:3:lowdin_spin:R:1
Pt 0.38 -0.13 -0.35 1.34
C 3.29 1.12 2.76 0.07
C 2.60 2.14 3.42 -0.01
C 1.24 2.35 3.16 0.08
C 0.57 1.57 2.16 0.00
N 1.25 0.70 1.39 0.11
C 2.55 0.45 1.76 0.02
N -0.78 1.56 2.23 0.20
C -1.70 1.08 1.41 -0.02
N -1.45 0.34 0.24 0.48
C -2.67 -0.13 -0.34 -0.01
N -2.69 -0.91 -1.36 0.15
C -1.67 -1.28 -2.18 0.01
C -1.92 -2.25 -3.19 0.05
C -1.01 -2.32 -4.25 0.00
C 0.28 -1.73 -4.20 0.04
C 0.53 -0.97 -3.12 0.03
N -0.42 -0.75 -2.12 0.12
C -3.76 0.32 0.59 0.00
C -5.15 0.24 0.51 -0.01
C -5.94 0.91 1.46 -0.02
C -5.26 1.66 2.46 -0.01
C -3.86 1.74 2.52 -0.02
C -3.12 1.09 1.61 0.00
H 4.28 0.80 2.96 0.00
H 3.06 2.69 4.19 0.00
H 0.66 3.04 3.80 0.00
H 2.95 -0.36 1.15 0.01
H -2.92 -2.67 -3.22 0.00
H -1.37 -2.95 -5.04 0.00
H 1.01 -1.83 -5.02 0.00
H 1.49 -0.55 -2.92 0.01
H -5.72 -0.27 -0.29 0.00
H -7.03 0.90 1.44 0.00
H -5.82 2.24 3.20 0.00
H -3.43 2.28 3.39 0.00
N 4.90 -1.53 -3.03 0.08
C 4.60 -0.31 -2.52 0.04
N 3.41 0.09 -2.09 0.00
C 3.44 1.42 -1.77 0.08
C 4.73 2.02 -1.75 0.31
S 5.93 0.91 -2.43 0.10
C 2.28 2.14 -1.41 0.05
C 2.33 3.52 -1.11 0.23
S 0.83 4.32 -1.07 0.10
C 0.08 2.75 -1.62 0.07
N 0.95 1.72 -1.58 0.05
N -1.21 2.76 -1.95 0.06
H 4.15 -2.26 -2.83 0.00
H 5.87 -1.86 -3.04 0.00
H 4.94 3.05 -1.49 0.01
H 3.21 4.04 -1.01 0.01
H -1.73 3.62 -2.04 0.00
H -1.69 1.94 -2.32 0.00
C -1.22 -3.76 3.47 0.00
N -0.64 -3.21 2.25 0.00
C 0.03 -3.91 1.21 0.00
C 0.48 -3.04 0.35 0.02
N 0.12 -1.79 0.80 0.14
C -0.46 -1.89 2.01 0.01
H -1.08 -4.85 3.61 0.00
H -2.26 -3.56 3.39 0.00
H -0.86 -3.16 4.35 0.00
H -0.02 -4.99 1.23 0.00
H 1.05 -3.24 -0.52 0.00
H -0.57 -1.04 2.70 0.00
```

- HOMO (spin up / spin down): -14.42 / -16.18 eV
- 2S+1: 5
- HOMO-LUMO gap (spin up / spin down): 5.46 / 4.97 eV
- ⟨S²⟩: 6.129
- Net charge: +3
- E_LUMO (spin up / spin down): -9.0 / -11.2 eV
- Energy: -70705.567 eV


2.
Computed, not measured: a single C18H24N4O2S molecule at a distorted geometry, with ωB97M-V/def2-TZVPD.

Geometry as XYZ:
```
49
Properties=species:S:1:pos:R:3:nbo_charge:R:1
C -2.55 -1.73 3.42 -0.61
C -2.08 -0.30 3.09 -0.40
C -1.11 0.21 4.14 -0.40
C 0.16 -0.66 4.32 -0.38
C 1.06 -0.79 3.07 -0.51
C 1.48 0.57 2.51 0.80
O 2.61 0.97 2.82 -0.61
O 0.60 1.24 1.69 -0.52
C 1.04 2.47 1.08 -0.07
C 1.98 2.13 -0.08 -0.47
C 1.36 1.13 -1.00 -0.22
C 1.90 -0.08 -1.41 0.19
C 3.28 -0.61 -1.01 -0.65
N 1.07 -0.81 -2.28 -0.41
C 1.33 -2.15 -2.77 -0.22
C 0.16 -2.67 -3.57 -0.17
C 0.19 -3.92 -4.13 0.09
N -0.87 -4.36 -4.77 -0.49
C -1.97 -3.61 -4.92 0.42
C -3.12 -4.22 -5.63 -0.65
N -2.06 -2.37 -4.41 -0.45
C -1.01 -1.89 -3.73 0.40
N -1.12 -0.60 -3.23 -0.55
C -0.11 -0.12 -2.55 0.31
S -0.18 1.45 -1.80 0.40
H -3.35 -2.06 2.77 0.21
H -2.88 -1.77 4.46 0.20
H -1.74 -2.45 3.28 0.20
H -2.96 0.38 3.04 0.21
H -1.62 -0.28 2.11 0.20
H -1.63 0.27 5.12 0.20
H -0.83 1.20 3.87 0.21
H -0.07 -1.68 4.66 0.21
H 0.77 -0.20 5.13 0.21
H 1.95 -1.37 3.37 0.24
H 0.51 -1.39 2.34 0.22
H 1.56 3.11 1.80 0.21
H 0.13 3.02 0.71 0.20
H 2.22 3.00 -0.70 0.23
H 2.96 1.80 0.36 0.25
H 3.20 -1.70 -0.85 0.22
H 4.02 -0.45 -1.80 0.23
H 3.65 -0.19 -0.07 0.24
H 2.18 -2.08 -3.43 0.20
H 1.52 -2.85 -1.93 0.20
H 1.03 -4.56 -4.07 0.19
H -3.97 -3.52 -5.67 0.23
H -3.44 -5.10 -5.06 0.23
H -2.85 -4.47 -6.68 0.23
```

- Energy relative to the best compared isomer or geometry (same formula, charge and spin): 23.8 kcal per mole
- SMILES string: CCCCCC(=O)OCCC1=C(C)N2Cc3cnc(C)nc3N=C2S1
- HOMO: -7.58 eV
- 2S+1: 1
- HOMO-LUMO gap: 8.00 eV
- E_LUMO: 0.4 eV
- Energy: -39946.496 eV


> What is the energy in the second record?

-39946.496 eV


> Which formula does entry 1 have?

C28H24N11PtS2


> The lowest energy belongs to which entry?

C28H24N11PtS2


> Among the records above, which one has the lowest 2S+1?

C18H24N4O2S